128
Properties=species:S:1:pos:R:3:forces:R:3 method="wB97M-V/def2-TZVPD" gap_ev="6.05 / 5.83" spin_multiplicity=5 s2=6.041 homo_ev="-11.43 / -12.64" charge=+2 total_energy_ev=-227172.610
Rh 1.226799 0.201756 0.174741 0.1 0.2 0.2
C -2.129863 2.140637 1.663353 -0.1 -0.1 -0.2
C -1.309897 3.274496 2.285879 0.0 0.0 0.1
C 0.136518 2.928675 2.637826 0.0 -0.1 -0.1
Sb 1.476294 2.596543 0.968014 -0.2 0.0 -0.1
C 1.317707 4.505891 0.052165 0.1 -0.1 0.0
C 0.813915 4.759468 -1.215599 0.1 0.0 -0.1
C 0.694190 6.070863 -1.653580 0.0 0.0 0.0
C 1.095676 7.118996 -0.838791 0.0 0.0 0.0
C 1.628372 6.862383 0.416630 0.0 0.0 0.0
C 1.744318 5.555290 0.864844 -0.1 0.0 0.0
C 1.899313 0.909171 -1.661945 0.0 0.0 0.1
C 1.138681 1.550058 -2.640460 -0.1 0.0 0.0
C 1.651482 1.835802 -3.898302 0.0 0.0 0.0
C 2.960423 1.508966 -4.209816 0.0 0.0 0.0
C 3.740011 0.881627 -3.251880 0.0 0.0 0.0
C 3.218044 0.593805 -1.997694 0.0 0.0 -0.1
Sb -1.503831 2.003569 -0.384640 0.1 0.1 -0.1
C -2.479820 3.758868 -1.103515 0.2 0.0 0.0
C -2.320452 4.073518 -2.453231 0.0 0.0 0.0
C -2.929239 5.194843 -2.991392 0.0 0.0 0.0
C -3.702121 6.018682 -2.182653 0.0 0.0 0.0
C -3.862944 5.715412 -0.840688 0.0 0.0 0.0
C -3.249668 4.591104 -0.299786 0.0 0.0 0.0
C -2.389185 0.702237 -1.834402 -0.1 0.1 0.2
C -3.645938 1.009177 -2.344717 0.1 0.0 0.0
C -4.175825 0.253617 -3.383397 0.0 0.0 0.0
C -3.441676 -0.786320 -3.932951 0.0 0.0 0.0
C -2.177474 -1.077546 -3.437420 0.0 0.1 0.0
C -1.655214 -0.343423 -2.383098 0.1 0.1 -0.1
H -3.193051 2.372795 1.686199 0.0 0.0 0.0
H -1.987583 1.189929 2.175049 0.0 0.0 0.0
H -1.806923 3.579914 3.212480 0.0 0.0 0.0
H -1.319092 4.158846 1.640686 0.0 0.0 0.0
H 0.194056 2.053361 3.286612 0.0 0.0 0.0
H 0.595389 3.761680 3.173205 0.0 0.0 0.0
H 0.527972 3.950974 -1.871400 0.0 0.0 0.0
H 0.282572 6.269414 -2.634105 0.0 0.0 0.0
H 1.002548 8.139161 -1.185330 0.0 0.0 0.0
H 1.957209 7.677161 1.047183 0.0 0.0 0.0
H 2.164807 5.365652 1.846598 0.0 0.0 0.0
H 0.103299 1.810346 -2.464466 0.0 0.0 0.0
H 1.018937 2.315221 -4.634661 0.0 0.0 0.0
H 3.364392 1.735574 -5.186888 0.0 0.0 0.0
H 4.764730 0.618746 -3.480131 0.0 0.0 0.0
H 3.848325 0.096535 -1.279583 0.0 0.0 0.0
H -1.732864 3.429942 -3.100639 0.0 0.0 0.0
H -2.806513 5.424473 -4.041222 0.0 0.0 0.0
H -4.180235 6.893912 -2.600315 0.0 0.0 0.0
H -4.468058 6.351389 -0.208982 0.0 0.0 0.0
H -3.388950 4.382474 0.753148 0.0 0.0 0.0
H -4.217876 1.837899 -1.947192 0.0 0.0 0.0
H -5.158244 0.489679 -3.769911 0.0 0.0 0.0
H -3.849387 -1.363505 -4.751941 0.0 0.0 0.0
H -1.591774 -1.875273 -3.876042 0.0 0.0 0.0
H -0.665048 -0.579476 -2.012206 -0.1 0.1 0.0
C -0.734260 -3.709384 -0.977021 0.0 0.0 0.1
C -2.084760 -3.896436 -0.307478 0.0 -0.1 -0.1
C -3.218351 -3.506836 -1.239343 0.0 0.1 0.1
C -2.256032 -5.312195 0.210269 0.0 0.0 0.0
O -2.124236 -3.073202 0.917118 -0.1 0.1 0.2
P -2.142728 -1.516945 1.070305 -0.2 -0.2 -0.3
O -2.167985 -1.312171 2.625937 -0.2 0.0 0.1
O -0.996354 -0.835149 0.407508 0.4 0.1 -0.1
O -3.466264 -0.895854 0.539069 0.1 -0.1 0.2
C -4.875098 -1.067750 0.987272 -0.1 0.1 0.0
C -5.149084 0.057385 1.968845 0.0 -0.1 0.0
C -5.685699 -0.898620 -0.283723 0.0 0.1 0.1
C -5.124620 -2.428107 1.618218 0.1 0.0 -0.1
H -0.654560 -4.397520 -1.819372 0.0 0.0 0.0
H 0.070547 -3.915392 -0.270192 0.0 0.0 0.0
H -0.608652 -2.691899 -1.344164 0.0 0.0 0.0
H -3.130760 -4.081680 -2.161039 0.0 0.0 0.0
H -3.178206 -2.447765 -1.496676 0.0 -0.1 0.0
H -4.187636 -3.728110 -0.793970 0.1 0.0 -0.1
H -2.289003 -6.008482 -0.627389 0.0 0.0 0.0
H -3.184124 -5.405161 0.772534 0.0 0.0 0.0
H -1.427615 -5.587330 0.863575 0.0 0.0 0.0
H -4.988392 1.023243 1.489617 0.0 0.0 0.0
H -4.506832 -0.024633 2.845294 0.0 0.0 0.0
H -6.187265 0.008570 2.295801 0.0 0.0 0.0
H -5.526876 0.091166 -0.712704 0.0 -0.1 0.1
H -6.744483 -1.012972 -0.053743 0.0 0.0 0.0
H -5.409157 -1.644352 -1.026538 0.0 0.0 0.0
H -4.471448 -2.611271 2.467855 0.0 0.0 0.1
H -5.006205 -3.235887 0.897127 0.0 0.1 0.1
H -6.153236 -2.445179 1.976935 0.0 0.0 0.0
N -0.230894 -2.111443 4.634392 -0.2 0.0 -0.3
C 0.579441 -0.906546 4.874012 0.0 0.0 0.0
C 1.485757 -0.586770 3.687966 0.0 0.1 0.0
N 0.773014 -0.516045 2.403007 -0.1 0.0 -0.2
H -0.814369 -2.296983 5.444408 0.0 0.0 -0.1
H 0.365936 -2.925122 4.528961 0.0 0.0 0.0
H -1.498245 -1.793588 3.170697 0.1 0.0 0.3
H 1.208030 -1.001172 5.764711 0.0 0.1 0.0
H -0.109475 -0.076640 5.052030 0.0 0.0 0.0
H 2.272419 -1.335963 3.595803 0.0 0.0 0.0
H 1.988287 0.365024 3.874679 0.0 0.0 0.0
H -0.124693 -0.059078 2.539520 0.0 -0.1 0.0
H 0.550586 -1.458555 2.093825 0.0 0.0 0.1
C 7.070586 -0.867941 1.786076 -0.1 0.0 0.0
Si 5.984630 -0.201040 0.428749 -0.1 0.0 0.0
C 6.023527 -1.330120 -1.065215 0.0 0.0 0.0
C 6.333462 1.589424 0.034425 0.0 0.0 0.0
Se 3.847093 -0.188897 1.414457 0.0 -0.1 0.0
H 8.083480 -1.031026 1.411382 0.0 0.0 0.0
H 6.689559 -1.816724 2.166660 0.0 0.0 0.0
H 7.126809 -0.169625 2.621742 0.0 0.0 0.0
H 6.943537 -1.917822 -1.050772 0.0 0.0 0.0
H 6.009909 -0.763994 -1.995159 0.0 0.0 0.0
H 5.168196 -2.008730 -1.074866 0.0 0.0 0.0
H 7.386975 1.816404 0.206836 0.0 0.0 0.0
H 5.743848 2.253243 0.668267 0.0 0.0 0.0
H 6.099405 1.820166 -1.005204 0.0 0.0 0.0
C 3.316747 -5.243863 -1.542836 0.0 0.0 0.0
As 3.326065 -4.500673 0.228512 0.0 -0.1 0.0
C 2.315820 -5.712521 1.331359 0.0 0.0 0.0
C 5.139328 -4.613872 0.852906 0.0 0.0 0.0
S 2.570114 -2.520252 0.280362 0.0 0.0 0.1
H 3.527931 -6.310972 -1.480926 0.0 0.0 0.0
H 4.080130 -4.747702 -2.139714 0.0 0.0 0.0
H 2.339298 -5.079493 -1.991916 0.0 0.0 0.0
H 2.893332 -6.624719 1.475409 0.0 0.0 0.0
H 1.374699 -5.948789 0.838119 0.0 0.0 0.0
H 2.121521 -5.241665 2.292744 0.0 0.0 0.0
H 5.429531 -5.663983 0.865538 0.0 0.0 0.0
H 5.200491 -4.199955 1.857909 0.0 0.0 0.0
H 5.790335 -4.057007 0.181601 0.0 0.0 0.0